(1)
This record from the OMol25 dataset describes a single C4H7NO molecule. The level of theory is ωB97M-V/def2-TZVPD.

Each line ends with the Mulliken charge.
Atoms and positions in Å:
C1 -2.02 -0.56 0.61  -0.9554
C2 -0.55 -0.63 0.53  0.0346
N1 0.06 0.48 0.50  -0.5408
C3 0.86 0.52 -0.71  -0.4372
C4 2.24 0.77 -0.24  0.0510
O1 3.10 -0.08 -0.31  -0.4735
H1 -2.49 -1.03 1.46  0.3132
H2 -2.36 -1.03 -0.32  0.2425
H3 -2.26 0.51 0.55  0.3268
H4 -0.07 -1.57 0.18  0.4442
H5 0.81 -0.40 -1.31  0.3912
H6 0.33 1.31 -1.26  0.2793
H7 2.35 1.72 0.31  0.3240

Calculated values
SMILES: C/C=N/CC=O
Charge: 0
Relative energy (zero: lowest compared OMol25 entry of this formula, charge and spin) (kcal/mol): 70.1

(2)
This record from the OMol25 dataset describes a single C6H12O molecule. The level of theory is ωB97M-V/def2-TZVPD.

Each line ends with the Mulliken charge.
Atoms and positions in Å:
C1 -1.90 -1.06 -0.64  -1.6131
C2 -0.78 -0.07 -0.28  0.7215
C3 -1.32 1.12 0.50  -1.4176
C4 0.31 -0.75 0.52  -0.2108
O1 1.26 -1.53 -0.19  -0.4980
C5 1.73 -0.37 0.49  0.1199
C6 2.31 0.75 -0.34  -1.3009
H1 -2.64 -0.58 -1.27  0.3982
H2 -1.50 -1.93 -1.17  0.3661
H3 -2.41 -1.41 0.27  0.3457
H4 -0.34 0.28 -1.22  0.1615
H5 -1.71 0.80 1.47  0.3507
H6 -2.15 1.60 -0.04  0.4074
H7 -0.54 1.87 0.68  0.3205
H8 -0.05 -1.20 1.45  0.4487
H9 2.32 -0.61 1.38  0.4317
H10 1.60 1.13 -1.08  0.3148
H11 3.21 0.40 -0.86  0.3506
H12 2.60 1.58 0.32  0.3029

Calculated values
SMILES: CC(C)[C@H]1O[C@H]1C
Charge: 0
Relative energy (zero: lowest compared OMol25 entry of this formula, charge and spin) (kcal/mol): 25.4

(3)
This record from the OMol25 dataset describes a molecular structure, C24H47CoOSi4Te. The level of theory is ωB97M-V/def2-TZVPD.

Each line ends with the Mulliken charge.
Atoms and positions in Å:
Co1 -1.02 -0.50 0.59  -0.3007
C1 0.13 3.10 -1.60  -0.4942
C2 1.27 2.27 -1.83  -0.2008
C3 0.82 1.04 -2.38  -0.7813
H1 2.30 2.54 -1.59  0.4200
C4 -0.59 1.10 -2.51  -0.0557
C5 -1.02 2.37 -2.02  -0.9993
H2 -2.05 2.73 -1.99  0.4267
H3 0.13 4.10 -1.18  0.5570
H4 1.45 0.18 -2.63  0.3955
H5 -1.23 0.33 -2.93  0.2622
C6 -1.45 0.51 2.31  0.4850
C7 -1.82 1.29 1.18  0.7559
C8 -2.72 0.53 0.38  -0.8995
H6 -1.49 2.31 0.97  -0.2062
C9 -2.93 -0.73 1.04  -0.3710
C10 -2.12 -0.75 2.22  -1.0505
H7 -2.06 -1.55 2.95  0.4203
H8 -0.78 0.82 3.11  -0.1338
H9 -3.22 0.89 -0.52  0.4501
H10 -3.65 -1.49 0.74  0.7109
O1 -0.56 -1.99 -0.74  -0.4442
C11 -1.24 -2.90 -1.62  2.0188
C12 -0.06 -3.89 -1.77  -1.3431
C13 -1.62 -2.24 -2.93  -2.1151
C14 -2.44 -3.53 -0.93  -2.1177
C15 0.61 -2.94 -0.79  -0.0483
H11 0.39 -3.89 -2.77  0.3929
H12 -0.24 -4.90 -1.39  0.6167
H13 0.74 -3.34 0.22  0.1073
H14 1.47 -2.39 -1.18  0.2457
H15 -2.00 -3.00 -3.63  0.5038
H16 -0.76 -1.75 -3.39  0.3218
H17 -2.43 -1.52 -2.75  0.2851
H18 -2.72 -4.45 -1.47  0.3230
H19 -3.27 -2.82 -0.95  0.2546
H20 -2.20 -3.78 0.11  0.4801
C16 5.86 1.17 1.74  -1.1916
Si1 4.87 2.76 1.50  0.1064
C17 5.71 4.14 2.48  -0.9984
C18 4.86 3.27 -0.32  -1.2289
Si2 2.65 2.32 2.16  -0.1512
Te1 1.82 0.25 0.99  0.2073
Si3 2.73 1.81 4.46  0.2524
C19 4.07 2.76 5.39  -1.1591
C20 1.06 2.26 5.23  -0.9460
C21 3.05 -0.03 4.64  -1.0943
Si4 1.76 4.52 2.20  0.2310
C22 2.46 5.53 3.64  -1.0511
C23 2.17 5.47 0.62  -1.0763
C24 -0.10 4.39 2.38  -0.5865
H21 6.87 1.33 1.34  0.3876
H22 5.40 0.33 1.20  0.3142
H23 5.94 0.89 2.80  0.2126
H24 6.75 4.20 2.12  0.4264
H25 5.25 5.12 2.31  0.2420
H26 5.74 3.95 3.56  0.2291
H27 4.61 2.42 -0.96  0.2675
H28 4.17 4.09 -0.53  0.3091
H29 5.88 3.60 -0.58  0.4337
H30 3.97 3.85 5.33  0.3320
H31 4.00 2.47 6.45  0.4066
H32 5.08 2.48 5.05  0.2408
H33 0.21 1.83 4.67  0.2439
H34 1.04 1.83 6.25  0.3733
H35 0.90 3.34 5.32  0.2475
H36 2.37 -0.63 4.02  0.2497
H37 4.08 -0.28 4.36  0.2359
H38 2.90 -0.30 5.70  0.3484
H39 3.53 5.73 3.55  0.2388
H40 1.94 6.50 3.63  0.4031
H41 2.28 5.07 4.62  0.2020
H42 1.95 4.90 -0.29  0.1620
H43 1.55 6.38 0.61  0.3926
H44 3.22 5.78 0.59  0.3518
H45 -0.54 3.85 1.54  -0.1782
H46 -0.40 3.89 3.31  0.3128
H47 -0.52 5.41 2.39  0.4293

Calculated values
Charge: -2
Multiplicity: 5
Relative energy (zero: lowest compared OMol25 entry of this formula, charge and spin) (kcal/mol): 0.0

(4)
This record from the OMol25 dataset describes a single C4H4O2 molecule. The level of theory is ωB97M-V/def2-TZVPD.

Each line ends with the Mulliken charge.
Atoms and positions in Å:
O1 -2.55 -0.22 -0.02  -0.5612
C1 -1.35 -0.12 -0.07  0.5100
C2 -0.48 1.10 -0.10  -0.3678
C3 0.76 0.60 -0.06  -0.2323
C4 0.77 -0.88 -0.04  -0.2749
O2 -0.55 -1.21 -0.08  -0.2909
H1 -0.81 2.10 0.12  0.3770
H2 1.70 1.18 0.04  0.3290
H3 1.11 -1.22 1.02  0.2213
H4 1.39 -1.32 -0.81  0.2897

Calculated values
SMILES: O=C1C=CCO1
Charge: 0
Relative energy (zero: lowest compared OMol25 entry of this formula, charge and spin) (kcal/mol): 0.9

(5)
This record from the OMol25 dataset describes a single C9H9NO2 molecule. The level of theory is ωB97M-V/def2-TZVPD.

Each line ends with the Mulliken charge.
Atoms and positions in Å:
C1 -3.31 -0.96 0.44  -0.8297
O1 -2.69 -0.30 -0.73  -0.4470
C2 -1.43 -0.24 -0.40  0.6357
O2 -0.60 -1.36 -0.33  -0.4876
C3 0.67 -0.84 -0.06  0.0646
C4 1.87 -1.53 -0.07  -0.4653
C5 3.13 -0.88 -0.11  -0.6014
C6 3.13 0.46 -0.09  -0.3712
C7 1.90 1.23 -0.11  -0.7674
C8 0.69 0.56 0.00  0.7358
C9 -0.67 0.95 -0.20  0.1642
N1 -1.40 2.06 0.09  -0.5749
H1 -4.34 -0.86 0.43  0.3151
H2 -2.73 -0.60 1.34  0.3323
H3 -3.03 -2.02 0.35  0.2992
H4 1.75 -2.61 0.05  0.3276
H5 3.97 -1.51 0.01  0.4009
H6 4.09 0.98 0.02  0.3141
H7 2.01 2.23 -0.26  0.4415
H8 -0.82 2.97 0.18  0.2627
H9 -2.19 2.27 -0.56  0.2506

Calculated values
SMILES: COc1oc2ccccc2c1N
Charge: 0
Relative energy (zero: lowest compared OMol25 entry of this formula, charge and spin) (kcal/mol): 68.1